No. 1
{"formula": "C2H3OV", "method": "wB97M-V/def2-TZVPD", "elements": ["V", "O", "C", "C", "H", "H", "H"], "xyz": [[2.60, -0.27, 0.31], [0.81, -0.88, 0.28], [-0.33, -0.55, 0.22], [-1.39, 0.03, -0.28], [-2.18, -0.62, -0.65], [-1.78, 0.94, 0.20], [2.28, 1.34, -0.07]], "lowdin_spin": [2.99, 0.03, 0.02, 0.01, 0.00, 0.00, -0.06], "spin_multiplicity": 4, "lumo_energy_ev": [-5.358, -5.109], "relative_energy_kcal_mol": 12.3, "energy_ev": -29845.99665, "e_homo_ev": [-14.1, -14.6], "total_charge": 1, "homo_lumo_gap_ev": [8.8, 9.5]}

No. 2
{"formula": "C16H32O2P2Ru", "method": "wB97M-V/def2-TZVPD", "elements": ["Ru", "P", "P", "O", "O", "C", "C", "C", "C", "C", "C", "C", "C", "C", "C", "C", "C", "C", "C", "C", "C", "H", "H", "H", "H", "H", "H", "H", "H", "H", "H", "H", "H", "H", "H", "H", "H", "H", "H", "H", "H", "H", "H", "H", "H", "H", "H", "H", "H", "H", "H", "H", "H"], "xyz": [[4.16, -3.13, -0.58], [2.20, 1.24, -1.13], [-0.21, -2.20, -0.91], [-1.00, -1.45, 0.29], [0.70, -1.30, 1.83], [5.60, -2.81, -3.11], [5.17, -4.30, -3.06], [5.42, -2.13, -1.79], [1.10, -1.39, -1.98], [3.56, 1.20, 0.05], [6.67, -3.97, -0.38], [2.55, 2.38, -2.45], [4.38, -5.06, -0.68], [4.13, -4.53, -1.99], [0.68, 1.36, -0.19], [6.03, -2.64, -0.57], [0.81, -3.52, -0.22], [-1.35, -2.95, -2.07], [-0.51, -1.35, 1.59], [5.72, -5.17, -0.08], [2.30, -0.55, -1.53], [1.63, -2.29, -2.32], [-0.15, 0.90, -0.74], [5.03, -2.26, -3.89], [-1.10, -4.02, -2.17], [5.25, -1.04, -1.85], [3.69, 2.21, 0.47], [0.44, 2.41, 0.00], [4.47, 0.85, -0.44], [3.14, -0.62, -2.27], [1.73, -3.10, 0.23], [-2.41, -2.86, -1.84], [6.64, -2.72, -3.44], [6.04, -4.97, -2.94], [-1.17, -2.49, -3.05], [0.63, -0.94, -2.87], [6.22, -6.12, -0.34], [0.31, -4.10, 0.57], [5.61, -5.25, 1.01], [0.82, 0.82, 0.76], [7.22, -3.84, 0.56], [7.42, -4.21, -1.15], [2.45, 3.40, -2.05], [3.55, -5.61, -0.22], [4.64, -4.49, -4.00], [6.44, -1.81, 0.01], [1.06, -4.18, -1.06], [-1.36, -1.28, 2.30], [3.16, -4.82, -2.43], [1.85, 2.28, -3.29], [3.29, 0.49, 0.84], [3.58, 2.26, -2.83], [2.84, -1.11, -0.72]], "lowdin_spin": [2.65, 0.01, 0.01, 0.00, 0.01, 0.04, 0.02, 0.18, 0.02, 0.01, 0.05, 0.00, 0.20, 0.14, 0.00, 0.18, 0.05, 0.00, 0.00, 0.07, 0.05, 0.01, 0.00, 0.00, 0.00, 0.02, 0.00, 0.00, 0.00, 0.01, 0.06, 0.00, 0.01, 0.00, 0.00, 0.00, 0.01, 0.00, 0.01, 0.00, 0.00, 0.00, 0.00, 0.04, 0.00, 0.04, 0.00, 0.00, 0.03, 0.00, 0.01, 0.00, 0.05], "spin_multiplicity": 5, "lumo_energy_ev": [-6.016, -6.555], "relative_energy_kcal_mol": 0.0, "energy_ev": -42344.35925, "e_homo_ev": [-10.4, -14.4], "total_charge": 2, "homo_lumo_gap_ev": [4.4, 7.8]}

No. 3
{"formula": "C37H35CaNO7Te", "method": "wB97M-V/def2-TZVPD", "elements": ["Te", "Ca", "O", "O", "O", "O", "O", "O", "O", "N", "C", "C", "C", "C", "C", "C", "C", "C", "C", "C", "C", "C", "C", "C", "C", "C", "C", "C", "C", "C", "C", "C", "C", "C", "C", "C", "C", "C", "C", "C", "C", "C", "C", "C", "C", "C", "C", "H", "H", "H", "H", "H", "H", "H", "H", "H", "H", "H", "H", "H", "H", "H", "H", "H", "H", "H", "H", "H", "H", "H", "H", "H", "H", "H", "H", "H", "H", "H", "H", "H", "H", "H"], "xyz": [[-1.75, 0.83, -3.13], [-0.48, 0.03, -0.15], [0.53, -1.87, 0.87], [-2.00, -1.52, 0.29], [-2.61, -3.63, 0.72], [0.04, 1.20, 1.66], [3.14, -0.53, -3.12], [1.04, 3.08, 2.54], [1.14, -0.73, -2.14], [1.67, 1.27, -0.48], [-4.31, 0.03, -1.63], [-0.76, -1.40, -4.92], [1.04, -6.16, -1.59], [-1.83, -2.24, -2.92], [-0.75, -3.76, -4.44], [0.07, -6.42, -0.63], [1.20, -4.26, 4.32], [0.20, -4.14, 0.14], [1.17, -3.89, -0.82], [1.02, -3.96, 2.98], [-5.68, -0.02, -1.40], [0.17, 4.49, -0.20], [3.93, 1.40, -1.18], [2.66, 0.89, -1.28], [-3.82, 0.74, -2.72], [0.62, 2.39, 1.36], [-1.46, -1.17, -3.74], [-0.37, 3.28, 0.57], [4.16, 2.34, -0.17], [1.87, 2.14, 0.50], [0.16, -4.05, 5.23], [3.14, 2.71, 0.68], [-1.05, -3.54, 4.78], [2.23, -0.19, -2.21], [-0.31, -3.05, 1.06], [-0.35, -5.42, 0.23], [1.59, -4.90, -1.68], [-6.56, 0.66, -2.23], [-1.47, -3.53, -3.28], [-4.71, 1.42, -3.56], [0.76, 5.56, 0.72], [-0.93, 5.08, -1.07], [-1.80, -2.72, 0.66], [-0.20, -3.44, 2.53], [-0.40, -2.70, -5.27], [-1.23, -3.24, 3.44], [-6.07, 1.38, -3.31], [5.15, 2.76, -0.05], [0.71, -1.48, 1.74], [1.36, -6.95, -2.26], [-0.88, 2.63, -0.15], [1.13, 6.40, 0.14], [-0.49, -0.58, -5.56], [0.83, 2.44, 3.24], [-1.76, 5.44, -0.44], [-6.75, 1.90, -3.97], [1.60, -2.90, -0.90], [-6.05, -0.59, -0.56], [-1.13, 3.60, 1.29], [-7.62, 0.62, -2.04], [-1.86, -3.38, 5.48], [-0.46, -4.77, -4.71], [-0.37, -7.41, -0.55], [0.30, -4.29, 6.27], [0.14, -2.88, -6.19], [1.57, 5.17, 1.34], [-1.74, -4.35, -2.63], [0.97, 4.14, -0.87], [-4.33, 1.97, -4.41], [-0.01, 5.93, 1.41], [-1.33, 4.34, -1.76], [4.72, 1.08, -1.85], [-2.37, -2.07, -2.00], [2.76, -1.24, -3.66], [2.14, -4.66, 4.67], [3.29, 3.41, 1.48], [-1.11, -5.61, 0.97], [1.82, -4.13, 2.28], [2.35, -4.69, -2.42], [-3.66, -0.53, -0.97], [-2.18, -2.86, 3.09], [-0.56, 5.93, -1.65]], "lowdin_charge": [1.38, 1.32, -0.11, -0.21, 0.07, -0.30, 0.15, 0.00, 0.02, 0.10, -0.13, -0.17, -0.10, -0.11, -0.08, -0.07, -0.08, -0.15, -0.02, -0.02, -0.07, -0.42, 0.02, -0.18, -0.53, -0.67, -0.53, -0.09, -0.02, -0.16, -0.09, 0.03, -0.07, -0.44, -0.29, -0.02, -0.09, -0.08, -0.06, -0.15, -0.06, -0.08, -0.62, -0.15, -0.09, 0.00, -0.09, 0.11, 0.11, 0.10, 0.08, 0.08, 0.09, 0.10, 0.09, 0.10, 0.09, 0.11, 0.14, 0.10, 0.10, 0.10, 0.10, 0.10, 0.10, 0.06, 0.11, 0.13, 0.09, 0.09, 0.06, 0.12, 0.08, 0.14, 0.10, 0.12, 0.12, 0.13, 0.10, 0.07, 0.12, 0.08], "lumo_energy_ev": -0.535, "relative_energy_kcal_mol": 5.0, "energy_ev": -80496.57166, "e_homo_ev": -8.6, "total_charge": 0, "homo_lumo_gap_ev": 8.1}